1.
115
Properties=species:S:1:pos:R:3:forces:R:3:mulliken_charge:R:1 method="wB97M-V/def2-TZVPD" lumo_ev=2.5 homo_ev=-5.814 charge=-1 e_tot_ev=-75932.0857 gap_ev=8.332 e_above_lowest_kcal_mol=0.0 largest_force_ev_per_a=2.019
P 0.48850 -0.44296 -1.45526 -0.325 1.204 0.476 1.543
F 0.05982 -0.59243 0.11500 0.465 -0.586 -0.201 -0.528
F -0.40421 -1.72852 -1.80495 -0.194 -0.236 -0.258 -0.425
F -0.79640 0.52192 -1.64979 -0.104 0.025 -0.114 -0.427
F 0.86350 -0.23396 -3.00136 0.106 -0.138 -0.363 -0.504
F 1.38923 0.85671 -1.05251 -0.017 -0.123 -0.136 -0.266
F 1.78434 -1.37550 -1.24677 0.051 -0.259 0.163 -0.423
C -3.29638 -2.36565 1.65070 0.266 -0.351 -0.120 -1.300
C -2.58691 -1.28954 2.47454 -1.271 1.223 0.015 0.615
C -1.25528 -1.75101 2.99711 0.206 -0.681 0.024 -0.551
O -0.62566 -0.74852 3.75190 0.094 0.018 -0.165 -0.136
C 0.23640 -1.25558 4.75152 -1.240 -0.456 -0.620 -0.854
N -2.42443 0.01581 1.76645 0.298 -1.381 -0.939 -0.090
H -3.05071 -3.36835 2.01974 -0.056 0.011 -0.066 0.410
H -3.02818 -2.32156 0.59070 0.192 0.002 0.154 -0.031
H -4.38110 -2.26300 1.71098 0.007 0.109 0.000 0.442
H -3.27658 -1.03957 3.29280 0.412 -0.288 0.357 0.195
H -0.63233 -2.07826 2.14339 0.098 0.279 0.048 -0.041
H -1.38783 -2.67095 3.59439 -0.173 0.189 0.112 0.568
H 0.79850 -0.39807 5.10245 0.204 -0.193 0.328 0.113
H 0.84449 -2.07853 4.35631 0.459 0.281 -0.004 0.288
H -0.41426 -1.72157 5.50720 0.387 0.236 0.432 0.371
H -3.14740 0.05001 1.04279 -0.270 0.154 0.382 0.303
H -1.62069 -0.18350 1.16247 0.178 0.713 0.228 -0.275
C -3.97499 -2.88917 -2.14471 0.037 -0.189 0.616 -1.236
C -3.90930 -4.20633 -2.89863 -0.125 -0.114 -0.617 0.759
C -3.29054 -3.97928 -4.28101 0.192 -0.048 0.227 -0.658
O -3.54664 -5.04880 -5.18255 0.368 -0.087 0.027 -0.375
C -4.78713 -4.96860 -5.80670 -0.678 0.142 0.118 -0.673
N -3.18627 -5.19794 -2.10090 0.108 0.365 -0.115 -0.751
H -4.18683 -3.07634 -1.08755 -0.099 -0.112 -0.141 0.295
H -4.76139 -2.22812 -2.50751 0.159 0.090 -0.217 0.493
H -2.99895 -2.39246 -2.15653 -0.109 0.134 -0.187 0.103
H -4.92224 -4.56453 -3.13858 0.003 -0.034 0.497 0.177
H -2.20179 -3.95887 -4.18647 -0.034 0.303 0.017 0.194
H -3.66260 -3.02758 -4.68830 0.125 -0.091 -0.174 0.381
H -5.62296 -5.10186 -5.10306 0.076 0.018 -0.027 0.268
H -4.86517 -5.76314 -6.54613 0.143 0.019 -0.084 0.267
H -4.92564 -3.98947 -6.28673 0.030 -0.090 -0.114 0.294
H -2.36799 -4.72080 -1.70541 -0.114 -0.360 0.088 0.364
H -2.76932 -5.89362 -2.71482 -0.235 -0.077 -0.022 0.320
C 5.19471 2.35176 -1.94491 0.452 -0.189 0.472 -1.639
C 4.03444 2.08136 -2.85670 -0.783 -0.218 -0.204 2.204
C 4.21696 2.68639 -4.23257 0.061 -0.517 -0.307 -0.904
O 4.44470 4.08167 -4.13106 -0.149 -0.120 -0.128 -0.309
C 3.88711 4.81303 -5.19903 0.178 0.263 0.459 -0.785
N 3.82010 0.62750 -2.99014 0.564 0.726 -0.012 -0.757
H 5.03769 1.85240 -0.98285 -0.098 0.138 0.011 0.395
H 5.33621 3.41463 -1.75840 0.001 0.025 -0.069 0.390
H 6.12151 1.92877 -2.34495 -0.041 0.096 -0.161 0.319
H 3.11607 2.52244 -2.43944 0.224 0.234 0.137 -0.975
H 3.32652 2.45649 -4.83649 -0.067 0.261 0.108 0.393
H 5.04131 2.16784 -4.74881 0.117 0.253 0.120 0.306
H 4.31207 4.51239 -6.16124 -0.135 -0.053 -0.084 0.290
H 4.13443 5.86017 -5.01471 0.038 -0.027 -0.105 0.246
H 2.79501 4.73109 -5.19585 0.003 -0.153 -0.222 0.329
H 3.88505 0.29205 -2.03576 -0.303 -0.470 -0.128 0.230
H 2.86326 0.48720 -3.29220 -0.009 -0.287 0.145 0.276
C -1.03538 5.21088 3.24489 0.755 0.446 -0.232 -0.198
C -2.51252 4.89543 3.52412 0.851 0.100 -0.638 0.330
C -3.20490 4.44466 2.23871 0.003 0.494 0.179 -1.028
O -2.59528 3.31993 1.69596 -0.260 -0.053 -0.063 0.168
C -2.97668 3.09252 0.35256 0.781 -0.099 0.546 -0.490
N -2.59351 3.87243 4.58271 -1.540 0.929 0.919 -0.586
H -0.81686 6.28747 3.19157 -0.369 -0.031 0.135 0.358
H -0.67214 4.82567 2.29070 -0.166 -0.376 0.119 -0.181
H -0.36444 4.81219 4.00820 -0.259 -0.151 -0.050 -0.198
H -2.96831 5.86888 3.76718 -0.353 -0.298 0.297 0.319
H -3.12619 5.28539 1.52726 -0.042 0.044 0.031 0.403
H -4.28534 4.30891 2.42827 0.037 -0.244 -0.028 0.318
H -2.27139 2.35104 -0.02459 -0.191 -0.069 -0.093 -0.334
H -2.83649 4.02533 -0.20757 -0.283 -0.070 -0.234 0.438
H -3.99863 2.70757 0.27758 -0.079 0.146 -0.088 0.282
H -2.51735 4.38398 5.47199 0.785 -0.162 -0.226 0.247
H -3.59492 3.65649 4.69738 0.295 -0.508 -0.570 0.241
C 3.03790 1.00467 1.82599 0.753 0.572 -0.167 -1.566
C 1.78805 1.24406 2.68442 0.491 -0.655 -0.328 1.760
C 2.10707 2.26513 3.74964 0.202 0.851 -0.509 -1.405
O 0.96094 2.62595 4.46320 -0.310 -0.169 0.584 -0.008
C 1.26479 3.43341 5.56827 0.944 0.071 -0.589 -1.047
N 0.64512 1.66172 1.85153 1.223 0.073 -0.129 0.323
H 3.23416 1.85286 1.15463 -0.311 -0.038 0.003 0.289
H 2.92929 0.12111 1.19660 -0.059 -0.028 0.046 0.025
H 3.97419 0.92546 2.39958 -0.241 -0.309 0.183 0.572
H 1.61274 0.27142 3.14965 -0.577 0.161 0.107 -0.243
H 2.51143 3.15956 3.22670 -0.098 -0.025 0.125 0.322
H 2.90981 1.95512 4.43833 -0.095 -0.367 -0.082 0.456
H 1.80565 4.34009 5.23415 -0.342 0.075 0.080 0.386
H 1.99048 2.93165 6.23125 -0.373 -0.088 0.207 0.335
H 0.34396 3.69978 6.07305 -0.065 -0.051 0.118 0.183
H 0.64937 0.99171 1.08331 -0.440 -0.007 0.336 -0.428
H 1.03163 2.48311 1.37238 -0.469 0.052 0.352 -0.049
C 0.97102 -5.95737 -2.55619 -0.497 0.212 -0.046 -1.477
C 0.79066 -5.43037 -1.13651 -1.355 -0.590 0.183 0.187
C 2.02457 -4.81233 -0.54816 0.227 -0.491 0.470 -0.483
O 1.75822 -4.50305 0.81086 -0.011 0.320 -0.142 -0.336
C 2.66128 -3.53768 1.31584 -0.293 0.111 -0.323 -0.256
N -0.37657 -4.53713 -1.04853 0.531 1.059 0.089 -0.525
H 1.36338 -6.97367 -2.55592 0.460 0.162 -0.079 0.412
H 1.54928 -5.27021 -3.17746 0.214 -0.189 -0.001 0.342
H -0.01495 -6.03616 -3.02216 0.004 0.081 0.082 0.283
H 0.46260 -6.28044 -0.52401 0.483 -0.059 0.089 0.406
H 2.28341 -3.91180 -1.11709 0.137 0.003 0.051 0.207
H 2.84576 -5.54600 -0.54789 0.158 0.214 -0.366 0.385
H 3.68917 -3.91767 1.28739 0.021 0.023 0.224 0.381
H 2.32989 -3.30530 2.32324 0.219 -0.054 0.184 0.031
H 2.61374 -2.61606 0.72250 0.020 -0.076 0.030 0.005
H -0.46684 -4.25675 -0.07049 -0.084 -0.360 0.019 0.195
H -0.12482 -3.62624 -1.44757 -0.128 -0.347 -0.306 0.131
C 0.66498 3.97575 -0.61968 0.216 -0.669 -0.815 0.430
O 1.39069 4.31290 0.55144 -0.110 0.216 -0.007 -0.502
H 1.31443 3.52790 -1.38808 0.062 0.349 0.105 -0.335
H -0.02610 3.15984 -0.41060 -0.145 0.274 0.417 -0.409
H 0.12971 4.82274 -1.05641 -0.053 0.046 0.157 0.452
H 2.01641 5.00588 0.32682 0.052 -0.032 -0.009 0.254

2.
15
Properties=species:S:1:pos:R:3:forces:R:3:nbo_charge:R:1 method="wB97M-V/def2-TZVPD" lumo_ev=0.6 homo_ev=-9.298 e_tot_ev=-21983.8320 smiles="[SiH3]S.C=CC" gap_ev=9.943 e_above_lowest_kcal_mol=33.6 largest_force_ev_per_a=3.380
C -1.58636 -1.27296 0.31696 -0.324 2.198 2.546 -0.432
C -1.85897 1.10985 -0.40836 -0.613 -0.114 2.464 -0.675
C -1.55669 0.02662 0.68296 0.044 0.211 0.738 -0.158
Si 2.83190 -0.58475 -0.02464 -3.353 0.410 0.109 0.760
S 2.63825 1.52342 0.24303 -1.153 1.232 -0.482 -0.469
H -2.01171 -1.57986 -0.57880 -0.147 -0.445 -1.898 0.189
H -1.54980 -1.99918 1.09454 0.408 -0.637 0.360 0.198
H 1.22578 1.65971 0.42324 1.888 -0.587 -0.230 0.176
H -1.93549 2.20178 -0.03756 0.396 -1.900 -0.625 0.220
H -2.86043 0.76190 -0.69953 0.351 0.653 -0.711 0.227
H -1.08837 0.92357 -1.13583 -0.084 0.559 -0.730 0.227
H -1.40783 0.31571 1.79908 0.013 -0.500 -2.154 0.206
H 2.39267 -1.36108 -1.20895 -0.119 0.423 -0.275 -0.179
H 1.67852 -0.73609 0.94824 1.015 -1.167 0.062 -0.135
H 4.20014 -0.86118 -0.02429 1.678 -0.335 0.826 -0.156